Entry 1:
Molecular formula: C60H59F7N2
Method: DFT, the ωB97M-V functional and the def2-TZVPD basis

## Properties
LUMO level, eV: -0.818
Largest force on an atom, Eh/bohr: 0.126
Orbital gap, eV: 7.0
Calculated total energy, hartree: -3129.9713
Multiplicity: 1

XYZ file:
```
128
C60H59F7N2 (the ωB97M-V functional and the def2-TZVPD basis)
C 0.262 1.307 4.029
C -0.047 2.208 2.754
C -1.617 2.394 2.379
C 0.945 2.825 1.905
C 2.288 3.359 2.537
C 3.620 3.429 1.697
C 3.652 3.088 0.149
C 2.570 3.842 -0.783
C 3.820 1.498 -0.210
C 2.444 0.700 -0.358
C 2.239 -0.562 0.597
C 1.417 -1.742 -0.043
C 1.076 -3.066 0.713
C 1.633 -3.199 2.151
C 2.466 -2.047 2.862
N 2.862 -2.362 4.215
C 3.594 -1.247 4.715
C 3.902 0.096 3.997
N 3.448 0.360 2.678
C 2.735 -0.735 2.076
H -0.481 0.415 3.987
H 0.086 1.808 5.043
H 1.304 0.844 4.050
H -2.202 2.663 3.323
H -2.021 1.424 1.885
H -1.667 3.198 1.570
H 0.591 2.929 0.812
H 2.066 4.420 2.956
H 2.491 2.725 3.487
H 4.410 2.751 2.209
H 4.063 4.498 1.814
H 4.667 3.520 -0.227
H 3.088 4.620 -1.467
H 1.893 4.461 -0.075
H 1.975 3.156 -1.476
H 4.341 1.507 -1.247
H 4.597 0.997 0.487
H 1.495 1.363 -0.322
H 2.432 0.274 -1.438
H 1.036 -1.648 -1.125
H 0.459 -3.887 0.223
H 1.388 -4.174 2.718
H 3.981 -1.344 5.800
H 4.507 0.916 4.529
F -4.101 4.032 3.072
C -4.600 4.441 1.895
C -5.708 3.798 1.365
C -6.228 4.225 0.147
C -5.627 5.283 -0.532
C -4.511 5.917 0.008
C -3.998 5.498 1.231
H -6.157 2.972 1.903
H -7.100 3.734 -0.274
H -6.030 5.612 -1.484
H -4.042 6.738 -0.524
H -3.135 5.986 1.670
F -6.299 5.565 -3.478
C -7.370 6.113 -4.076
C -8.179 6.982 -3.359
C -9.285 7.554 -3.980
C -9.577 7.240 -5.305
C -8.761 6.362 -6.013
C -7.648 5.799 -5.397
H -7.941 7.208 -2.326
H -9.920 8.241 -3.431
H -10.443 7.683 -5.787
H -8.992 6.116 -7.044
H -6.996 5.121 -5.935
F 5.793 3.701 4.825
C 6.983 3.274 4.374
C 7.028 2.288 3.401
C 8.260 1.848 2.929
C 9.435 2.392 3.444
C 9.378 3.379 4.425
C 8.145 3.827 4.889
H 6.104 1.871 3.018
H 8.306 1.082 2.162
H 10.396 2.046 3.079
H 10.294 3.799 4.828
H 8.082 4.600 5.645
F -0.023 1.820 -2.391
C 0.059 1.550 -3.703
C -0.450 2.456 -4.621
C -0.360 2.173 -5.981
C 0.229 0.983 -6.405
C 0.733 0.081 -5.473
C 0.652 0.368 -4.115
H -0.912 3.372 -4.271
H -0.748 2.878 -6.708
H 0.295 0.761 -7.466
H 1.188 -0.847 -5.803
H 1.047 -0.320 -3.376
F -1.239 -3.680 -7.008
C -1.367 -3.662 -5.672
C -2.633 -3.723 -5.108
C -2.765 -3.710 -3.722
C -1.631 -3.626 -2.918
C -0.366 -3.561 -3.495
C -0.233 -3.585 -4.880
H -3.504 -3.781 -5.750
H -3.749 -3.765 -3.270
H -1.735 -3.611 -1.837
H 0.516 -3.491 -2.867
H 0.745 -3.543 -5.345
F -0.433 -9.701 3.777
C 0.634 -8.888 3.811
C 0.530 -7.653 4.433
C 1.638 -6.812 4.472
C 2.834 -7.211 3.879
C 2.925 -8.450 3.252
C 1.821 -9.297 3.222
H -0.411 -7.357 4.882
H 1.570 -5.847 4.964
H 3.696 -6.552 3.905
H 3.855 -8.758 2.786
H 1.876 -10.269 2.746
F -4.007 -6.512 -2.316
C -3.160 -7.197 -1.532
C -1.882 -7.475 -1.991
C -1.001 -8.180 -1.177
C -1.413 -8.608 0.084
C -2.700 -8.327 0.533
C -3.578 -7.612 -0.277
H -1.582 -7.141 -2.978
H 0.004 -8.397 -1.523
H -0.727 -9.162 0.717
H -3.020 -8.664 1.513
H -4.580 -7.377 0.060
```


Entry 2:
Molecular formula: C60H60N11O2P4SSe2W
Method: DFT, the ωB97M-V functional and the def2-TZVPD basis

## Properties
Expectation value of S²: 3.770
LUMO level (spin up / spin down), eV: -4.842 / -5.324
Largest force on an atom, Eh/bohr: 0.005
Orbital gap (spin up / spin down), eV: 6.2 / 6.0
Total charge: +2
Relative energy (zero: lowest compared OMol25 entry of this formula, charge and spin), eV: 0.000
Calculated total energy, hartree: -9708.4093
Multiplicity: 4

XYZ file:
```
141
C60H60N11O2P4SSe2W (the ωB97M-V functional and the def2-TZVPD basis)
W -1.239 0.405 -0.502
O 0.135 -1.269 -1.600
N -0.231 -1.956 -2.661
C 0.649 -2.855 -3.159
C 0.346 -3.573 -4.285
C -0.877 -3.358 -4.920
C -1.753 -2.435 -4.397
C -1.426 -1.721 -3.243
S -2.495 -0.601 -2.477
H 1.576 -2.917 -2.603
H 1.065 -4.287 -4.661
H -1.137 -3.911 -5.812
H -2.712 -2.244 -4.857
Se 4.290 -2.694 -1.828
P 4.617 -1.044 -0.562
C 5.017 -1.504 1.150
C 5.173 -2.852 1.451
C 5.583 -3.243 2.721
C 5.848 -2.289 3.689
C 5.704 -0.938 3.389
C 5.295 -0.547 2.127
C 6.007 0.007 -1.040
C 7.076 -0.551 -1.731
C 8.186 0.225 -2.029
C 8.222 1.562 -1.657
C 7.155 2.123 -0.966
C 6.055 1.342 -0.648
C 3.130 0.005 -0.428
C 2.200 0.520 -1.337
N 1.103 0.867 -0.609
N 1.380 0.607 0.666
N 2.563 0.090 0.801
P 2.314 1.028 -3.068
Se 0.443 1.043 -4.078
C 3.498 0.060 -4.014
C 4.836 0.432 -4.099
C 5.694 -0.276 -4.931
C 5.221 -1.348 -5.669
C 3.883 -1.716 -5.590
C 3.022 -1.011 -4.774
C 3.012 2.702 -2.969
C 3.137 3.408 -4.167
C 3.648 4.695 -4.166
C 4.025 5.293 -2.967
C 3.889 4.600 -1.775
C 3.387 3.304 -1.774
H 4.972 -3.595 0.689
H 5.705 -4.295 2.943
H 6.178 -2.592 4.674
H 5.918 -0.188 4.140
H 5.190 0.506 1.910
H 7.021 -1.587 -2.048
H 9.020 -0.212 -2.563
H 9.085 2.169 -1.902
H 7.187 3.164 -0.670
H 5.233 1.778 -0.093
H 5.219 1.271 -3.528
H 6.733 0.017 -4.999
H 5.894 -1.894 -6.319
H 3.512 -2.546 -6.178
H 1.972 -1.266 -4.741
H 2.833 2.942 -5.098
H 3.759 5.233 -5.099
H 4.424 6.300 -2.968
H 4.180 5.066 -0.840
H 3.279 2.773 -0.840
C -8.250 -6.905 8.911
O -8.729 -5.860 8.073
C -7.868 -5.300 7.211
C -6.530 -5.666 7.091
C -5.731 -5.018 6.162
C -6.239 -4.012 5.349
C -7.587 -3.656 5.482
C -8.390 -4.290 6.399
C -5.421 -3.314 4.360
N -5.833 -2.331 3.588
C -4.751 -1.986 2.832
C -3.657 -2.764 3.139
N -4.100 -3.613 4.122
C -2.397 -2.626 2.488
C -1.246 -3.393 2.736
C -0.105 -3.146 2.019
C -0.100 -2.136 1.052
N -1.171 -1.394 0.811
C -2.310 -1.624 1.508
C -3.444 -0.798 1.178
N -3.261 0.147 0.217
C -4.324 0.832 -0.182
C -5.588 0.691 0.387
C -5.766 -0.203 1.413
C -4.676 -0.982 1.819
H -9.098 -7.218 9.510
H -7.454 -6.547 9.567
H -7.892 -7.749 8.318
H -6.106 -6.446 7.708
H -4.693 -5.327 6.099
H -7.991 -2.876 4.852
H -9.434 -4.027 6.510
H -3.578 -4.336 4.581
H -1.261 -4.176 3.484
H 0.799 -3.717 2.181
H 0.776 -1.929 0.457
H -4.172 1.515 -1.004
H -6.407 1.285 0.006
H -6.726 -0.342 1.896
C -0.964 4.764 -3.795
N -2.375 4.130 -3.728
C -3.266 5.009 -2.844
N -2.680 5.189 -1.561
C -1.362 5.814 -1.699
N -0.456 4.990 -2.489
C -0.086 3.745 -1.811
P -1.547 2.660 -1.525
C -2.323 2.724 -3.205
C -2.637 3.959 -0.755
H -1.092 5.700 -4.338
H -0.339 4.066 -4.352
H -2.760 4.113 -4.672
H -4.235 4.516 -2.784
H -3.364 5.963 -3.360
H -0.933 5.974 -0.712
H -1.485 6.782 -2.188
H 0.379 3.970 -0.852
H 0.630 3.199 -2.415
H -3.337 2.327 -3.182
H -1.724 2.119 -3.881
H -2.245 4.213 0.230
H -3.654 3.595 -0.606
C -2.449 2.157 2.540
P -0.878 1.560 1.809
C 0.133 3.079 1.881
C -0.266 0.568 3.208
H -2.245 2.808 3.392
H -3.043 1.312 2.896
H -3.054 2.706 1.818
H 0.383 3.297 2.921
H -0.436 3.930 1.500
H 1.053 2.961 1.316
H -0.398 1.144 4.126
H 0.784 0.324 3.072
H -0.839 -0.355 3.300
```


Entry 3:
Molecular formula: C60H64GeN2OP2S2Ti
Method: DFT, the ωB97M-V functional and the def2-TZVPD basis

## Properties
LUMO level, eV: 4.076
Largest force on an atom, Eh/bohr: 0.012
Orbital gap, eV: 4.2
Total charge: -2
Calculated total energy, hartree: -6915.0497
Multiplicity: 1

XYZ file:
```
133
C60H64GeN2OP2S2Ti (the ωB97M-V functional and the def2-TZVPD basis)
Ti 0.043 0.845 0.457
S -0.887 1.459 4.423
P -0.237 -0.186 3.488
C -0.760 -0.570 1.893
P -2.411 -1.058 1.681
S -3.801 0.147 0.923
C -3.145 -1.694 3.253
C -3.085 -3.030 3.641
C -3.663 -3.447 4.833
C -4.301 -2.531 5.656
C -4.358 -1.196 5.281
C -3.789 -0.782 4.086
C -2.373 -2.585 0.656
C -1.289 -3.453 0.738
C -1.278 -4.645 0.028
C -2.352 -4.977 -0.785
C -3.432 -4.110 -0.886
C -3.444 -2.922 -0.168
C -0.391 -1.614 4.660
C 0.111 -2.855 4.272
C 0.095 -3.930 5.144
C -0.431 -3.778 6.423
C -0.932 -2.548 6.815
C -0.908 -1.468 5.939
C 1.607 -0.164 3.469
C 2.302 0.516 4.469
C 3.687 0.483 4.505
C 4.397 -0.229 3.543
C 3.715 -0.917 2.551
C 2.324 -0.892 2.527
H -2.586 -3.756 3.013
H -3.601 -4.490 5.122
H -4.744 -2.855 6.591
H -4.844 -0.470 5.922
H -3.840 0.256 3.783
H -0.438 -3.164 1.343
H -0.417 -5.301 0.091
H -2.338 -5.899 -1.354
H -4.265 -4.354 -1.535
H -4.274 -2.230 -0.242
H 0.526 -2.969 3.278
H 0.491 -4.888 4.828
H -0.450 -4.619 7.107
H -1.352 -2.424 7.807
H -1.295 -0.500 6.232
H 1.739 1.088 5.197
H 4.218 1.024 5.281
H 5.480 -0.238 3.563
H 4.247 -1.458 1.777
H 1.794 -1.414 1.744
C 1.849 2.790 1.975
N 0.785 2.953 0.962
C 1.424 3.438 -0.278
C -0.142 3.974 1.496
C -1.366 4.244 0.639
N -2.455 3.324 0.882
C -3.125 3.550 2.146
C -3.409 3.378 -0.204
H 2.379 3.744 2.107
H 2.555 2.024 1.660
H 1.398 2.501 2.922
H 1.982 4.360 -0.061
H 0.680 3.631 -1.044
H 2.110 2.682 -0.656
H 0.426 4.908 1.622
H -0.443 3.637 2.488
H -1.104 4.172 -0.418
H -1.688 5.292 0.814
H -3.611 4.547 2.177
H -2.433 3.466 2.980
H -3.882 2.777 2.283
H -3.817 4.399 -0.339
H -4.234 2.697 0.000
H -2.934 3.059 -1.133
C 5.406 -4.272 -3.092
C 4.753 -3.108 -2.396
C 3.407 -3.121 -2.030
C 2.766 -2.090 -1.367
C 1.289 -2.238 -1.091
C 3.501 -0.894 -1.014
C 2.989 0.255 -0.423
O 1.707 0.429 0.041
C 4.905 -0.899 -1.369
C 5.741 0.301 -1.049
C 5.470 -1.966 -2.035
H 4.651 -4.982 -3.440
H 6.094 -4.828 -2.441
H 5.984 -3.960 -3.968
H 2.807 -3.991 -2.293
H 0.959 -3.247 -1.357
H 0.681 -1.530 -1.663
H 1.031 -2.073 -0.044
H 3.641 1.075 -0.151
H 5.749 0.516 0.028
H 5.345 1.204 -1.534
H 6.772 0.154 -1.380
H 6.529 -1.903 -2.287
C -0.904 1.152 -1.129
Ge -0.760 1.344 -3.001
C -0.220 3.176 -3.563
C 0.996 3.433 -4.196
C 1.376 4.728 -4.532
C 0.538 5.797 -4.248
C -0.684 5.562 -3.630
C -1.052 4.265 -3.295
C 0.503 0.186 -3.960
C 0.148 -0.459 -5.146
C 1.067 -1.248 -5.827
C 2.356 -1.405 -5.330
C 2.725 -0.770 -4.151
C 1.803 0.022 -3.478
C -2.541 1.093 -3.822
C -3.438 0.215 -3.210
C -4.703 -0.001 -3.742
C -5.097 0.662 -4.897
C -4.220 1.544 -5.515
C -2.956 1.756 -4.977
H -1.956 1.092 -0.809
H 1.665 2.609 -4.422
H 2.332 4.900 -5.013
H 0.834 6.807 -4.506
H -1.350 6.388 -3.405
H -2.011 4.100 -2.814
H -0.860 -0.357 -5.536
H 0.771 -1.754 -6.740
H 3.067 -2.039 -5.849
H 3.712 -0.920 -3.726
H 2.103 0.480 -2.539
H -3.156 -0.288 -2.290
H -5.386 -0.679 -3.243
H -6.086 0.499 -5.310
H -4.523 2.073 -6.412
H -2.282 2.454 -5.465
```